Entry 1:
Density functional theory data (the ωB97M-V functional and the def2-TZVPD basis) for 10 unconnected molecules or ions with the total composition C2H23O10 at a distorted geometry.

Atoms and positions in Å:
1 C 1.277 0.476 -1.104
2 C 0.324 1.509 -0.552
3 O -0.564 0.691 0.161
4 H 1.846 -0.159 -0.408
5 H 2.067 0.833 -1.737
6 H 0.624 -0.141 -1.698
7 H -0.193 1.959 -1.347
8 H 0.725 2.228 0.163
9 O -2.232 -0.278 2.052
10 H -1.585 0.152 1.471
11 H -2.542 -1.014 1.534
12 O 2.652 -2.115 0.787
13 H 2.292 -2.181 -0.098
14 H 3.275 -1.355 0.792
15 O 0.874 -0.326 2.101
16 H 0.453 0.053 1.335
17 H 1.519 -0.926 1.769
18 O -1.742 -1.830 -3.742
19 H -0.967 -2.357 -3.843
20 H -1.397 -0.997 -3.509
21 O -0.944 2.436 2.041
22 H -1.509 3.198 1.761
23 H -0.685 1.958 1.266
24 O 1.893 -2.644 -1.942
25 H 1.267 -1.956 -1.938
26 H 1.498 -3.415 -1.535
27 O -1.032 -1.747 -0.783
28 H -1.809 -1.450 -1.267
29 H -0.685 -0.845 -0.519
30 O 1.683 2.054 3.022
31 H 0.900 2.601 2.988
32 H 1.422 1.289 2.490
33 O -3.110 1.654 -0.193
34 H -3.383 1.348 0.687
35 H -2.212 1.296 -0.206

Values from the calculation:
total charge = -1
gap between HOMO and LUMO = 8.81 eV
HOMO level = -6.1 eV
ΔE to the lowest compared entry with this formula, charge and spin = 1.1549 eV

---

Entry 2:
Density functional theory data (the ωB97M-V functional and the def2-TZVPD basis) for a molecular structure, C2H26HfO18 at a distorted geometry.

Atoms and positions in Å:
1 Hf 0.348 2.927 -1.629
2 C -0.814 4.378 0.124
3 O -1.393 3.862 -0.791
4 O -1.325 5.113 1.132
5 O 0.363 4.058 0.100
6 H -2.261 5.333 1.019
7 C -0.100 0.250 -0.427
8 O -0.203 1.497 -0.316
9 O -0.337 -0.596 0.603
10 O 0.412 -0.220 -1.419
11 H -0.624 -0.285 1.419
12 O -0.971 -3.849 0.037
13 H -1.472 -4.681 0.127
14 H -1.497 -3.145 0.404
15 O 2.493 -0.393 1.350
16 H 3.267 -0.734 1.761
17 H 1.912 -1.100 1.189
18 O -1.229 2.017 -2.600
19 H -1.389 2.188 -3.518
20 H -2.071 1.684 -2.284
21 O 3.369 0.120 -1.168
22 H 2.872 -0.121 -0.428
23 H 3.404 -0.682 -1.700
24 O -3.018 -1.968 0.893
25 H -3.868 -2.418 1.070
26 H -2.615 -2.174 1.781
27 O 1.372 1.903 -3.140
28 H 2.313 1.972 -3.368
29 H 1.210 1.026 -3.481
30 O -2.739 0.520 1.939
31 H -1.875 0.541 2.404
32 H -2.810 -0.424 1.721
33 O 1.519 -2.836 -0.776
34 H 0.669 -3.077 -0.337
35 H 1.377 -2.036 -1.257
36 O 1.094 -2.929 2.133
37 H 1.141 -3.725 1.683
38 H 0.165 -2.882 2.344
39 O -0.521 -0.030 3.327
40 H -1.117 -0.487 3.914
41 H -0.142 0.701 3.863
42 O 2.259 2.401 -0.642
43 H 2.625 2.994 0.022
44 H 2.933 1.674 -0.749
45 O -1.117 -2.144 -2.437
46 H -0.669 -1.374 -2.065
47 H -0.940 -2.850 -1.825

Values from the calculation:
total charge = +2
gap between HOMO and LUMO = 6.73 eV
HOMO level = -15.2 eV
ΔE to the lowest compared entry with this formula, charge and spin = 0.0000 eV

---

Entry 3:
Density functional theory data (the ωB97M-V functional and the def2-TZVPD basis) for 12 unconnected molecules or ions with the total composition C2H26O13 at a distorted geometry.

Atoms and positions in Å:
1 O 26.112 -7.516 -18.921
2 H 25.749 -7.082 -18.117
3 H 25.843 -8.503 -18.813
4 H 25.627 -7.184 -19.702
5 C 24.411 -11.730 -18.873
6 C 24.751 -10.271 -18.646
7 O 23.906 -9.417 -18.995
8 O 25.815 -9.966 -18.009
9 H 25.283 -12.375 -18.923
10 H 23.782 -11.874 -19.748
11 H 23.804 -11.964 -17.991
12 O 25.178 -10.788 -15.432
13 H 25.746 -11.558 -15.308
14 H 25.391 -10.468 -16.332
15 O 29.049 -10.127 -17.350
16 H 29.047 -11.085 -17.426
17 H 28.165 -9.863 -17.632
18 O 21.984 -6.784 -19.001
19 H 22.363 -5.997 -19.403
20 H 22.377 -7.527 -19.481
21 O 25.217 -15.183 -18.360
22 H 25.631 -15.774 -17.725
23 H 25.271 -14.317 -17.942
24 O 20.238 -11.032 -17.898
25 H 20.135 -11.732 -17.247
26 H 20.916 -11.353 -18.500
27 O 22.982 -8.152 -16.542
28 H 22.566 -7.695 -17.286
29 H 23.568 -8.793 -16.958
30 O 24.730 -9.987 -23.029
31 H 24.470 -10.289 -22.153
32 H 24.640 -10.763 -23.591
33 O 22.799 -11.922 -14.366
34 H 22.260 -12.539 -14.868
35 H 23.608 -11.789 -14.893
36 O 24.410 -14.209 -15.672
37 H 23.495 -13.921 -15.653
38 H 24.368 -15.159 -15.524
39 O 21.242 -9.101 -21.013
40 H 21.820 -9.795 -20.676
41 H 20.459 -9.564 -21.325

Values from the calculation:
gap between HOMO and LUMO = 9.53 eV
HOMO level = -10.4 eV
ΔE to the lowest compared entry with this formula, charge and spin = 0.5202 eV

---

Entry 4:
Density functional theory data (the ωB97M-V functional and the def2-TZVPD basis) for a molecular structure, C2H27AgO14 at a distorted geometry.

Atoms and positions in Å:
1 Ag 2.562 3.063 0.824
2 C -0.404 0.377 -0.035
3 C 0.892 1.106 -0.028
4 O 1.111 2.038 -0.840
5 O 1.778 0.861 0.830
6 H -0.235 -0.700 -0.095
7 H -1.018 0.729 -0.857
8 H -1.009 0.673 0.827
9 O 3.239 -1.669 0.476
10 H 4.184 -1.685 0.270
11 H 3.024 -0.727 0.552
12 O 3.585 2.123 2.653
13 H 4.413 2.603 2.810
14 H 3.807 1.196 2.825
15 O 2.113 -1.816 -2.087
16 H 2.380 -1.626 -1.163
17 H 1.192 -2.159 -2.016
18 O -1.109 1.390 3.693
19 H -0.820 1.895 2.926
20 H -0.295 1.135 4.145
21 O 1.159 -1.678 2.444
22 H 0.897 -0.822 2.098
23 H 1.959 -1.924 1.942
24 O -3.121 2.538 -0.088
25 H -3.310 2.986 0.744
26 H -2.746 3.228 -0.655
27 O -4.184 -0.607 0.717
28 H -3.903 0.147 1.247
29 H -3.421 -1.196 0.691
30 O -1.885 -3.748 1.147
31 H -1.441 -2.903 1.276
32 H -1.170 -4.394 1.141
33 O -0.501 -3.038 -1.817
34 H -0.462 -3.702 -2.515
35 H -1.259 -2.467 -2.087
36 O 1.294 0.240 -3.754
37 H 1.487 -0.707 -3.660
38 H 1.134 0.535 -2.860
39 O -0.844 4.012 -1.106
40 H -0.155 3.341 -1.140
41 H -0.405 4.799 -0.764
42 O -2.569 -1.384 -2.736
43 H -2.878 -0.526 -2.428
44 H -3.067 -1.540 -3.548

Values from the calculation:
total charge = +1
gap between HOMO and LUMO (alpha / beta) = 7.20 / 3.69 eV
⟨S²⟩ = 0.762
HOMO level (alpha / beta) = -13.1 / -13.1 eV
2S+1 = 2

---

One value per record, in order, for energy: -842.44409, -1493.71742, -1069.86282, -1292.36326 Eh.